{
  "formula": "C6H6F3N3",
  "method": "ωB97M-V/def2-TZVPD",
  "orbital_gap_ha": 0.405,
  "total_energy_ha": -696.021502,
  "total_charge": 0,
  "max_force_ev_per_a": 5.0,
  "smiles": "FC(F)(F)C1(n2ccnn2)CC1",
  "species": ["F", "C", "F", "F", "C", "N", "C", "C", "N", "N", "C", "C", "H", "H", "H", "H", "H", "H"],
  "xyz": [[-1.32973, 1.95841, 0.16945], [-1.60438, 0.71187, 0.36916], [-2.36544, 0.38063, -0.64228], [-2.36298, 0.61375, 1.46790], [-0.33747, -0.13728, 0.51531], [0.48744, -0.05141, -0.57855], [1.08466, 1.11127, -1.14574], [1.41442, 0.74713, -2.37743], [0.94168, -0.48581, -2.65184], [0.38586, -0.92344, -1.56264], [0.35758, -0.43411, 1.81936], [-0.35026, -1.57025, 1.17970], [1.37397, 1.87019, -0.48370], [1.90509, 1.23531, -3.12783], [-0.10804, -0.21292, 2.77012], [1.40553, -0.40874, 2.05860], [0.30446, -2.28190, 0.71309], [-1.20237, -2.12269, 1.50731]]
}

***

{
  "formula": "C6H6FN",
  "method": "ωB97M-V/def2-TZVPD",
  "orbital_gap_ha": 0.435,
  "total_energy_ha": -386.741779,
  "total_charge": 0,
  "max_force_ev_per_a": 2.8,
  "smiles": "C#C[C@@](C)(C#N)CF",
  "species": ["C", "C", "C", "C", "C", "N", "C", "F", "H", "H", "H", "H", "H", "H"],
  "xyz": [[2.52277, -0.28540, -0.56617], [1.34473, -0.08279, -0.40054], [-0.10123, 0.17526, -0.08877], [-0.46009, 0.20691, 1.42140], [-0.47166, 1.51769, -0.56880], [-0.85323, 2.59063, -0.77892], [-0.78879, -0.88724, -0.83893], [-2.21590, -0.97200, -0.60313], [3.65133, -0.39011, -0.58301], [0.00404, -0.58303, 2.09397], [-1.53797, 0.10690, 1.48174], [-0.12897, 1.21119, 1.88918], [-0.53190, -0.77509, -1.91171], [-0.43314, -1.83292, -0.54631]]
}

***

{
  "formula": "C6H6I2",
  "method": "ωB97M-V/def2-TZVPD",
  "orbital_gap_ha": [0.312, 0.207],
  "total_energy_ha": -827.390083,
  "total_charge": 0,
  "max_force_ev_per_a": 5.4,
  "species": ["C", "C", "C", "C", "C", "C", "I", "I", "H", "H", "H", "H", "H", "H"],
  "xyz": [[1.55985, -0.26289, -1.03017], [-1.39113, 0.05286, 0.86319], [0.40381, 0.70170, -0.59803], [-0.32378, -0.88856, 0.52369], [0.97288, -0.28470, 0.39359], [-0.91905, -0.03811, -0.50090], [0.91978, 1.68748, 3.32439], [-1.94459, -0.59317, -2.25324], [1.52441, -1.01910, -1.74091], [2.40145, 0.42387, -1.24645], [-2.30312, -0.52902, 1.19259], [-1.12088, 1.04614, 1.25842], [0.49509, 1.71523, -0.79657], [-0.27471, -2.01172, 0.61041]]
}

***

{
  "formula": "C6H6LiO2Pr",
  "method": "ωB97M-V/def2-TZVPD",
  "orbital_gap_ha": [0.208, 0.225],
  "s_squared": 3.768,
  "spin_multiplicity": 4,
  "total_energy_ha": -905.990989,
  "total_charge": 3,
  "max_force_ev_per_a": 4.2,
  "species": ["C", "C", "C", "H", "H", "H", "H", "C", "O", "O", "C", "C", "Pr", "Li", "H", "H"],
  "xyz": [[-1.31413, -1.65929, -0.82764], [-0.03744, -1.24649, -1.06315], [1.01515, -1.00648, -0.08476], [-1.98814, -1.81192, -1.67329], [-1.60457, -2.06547, 0.14894], [0.23044, -0.95150, -2.08142], [1.78365, -0.28107, -0.36927], [1.48729, -2.04462, 0.68258], [1.45932, -2.95834, 1.38590], [-0.35593, 2.48738, -0.26868], [0.20867, 2.24364, 0.87358], [-0.11007, 1.01584, 1.45970], [-2.17250, 0.85576, -0.25433], [0.23198, 3.58714, -1.65497], [0.24331, 0.84588, 2.47909], [0.92295, 2.98954, 1.24773]]
}

***

{
  "formula": "C6H6N",
  "method": "ωB97M-V/def2-TZVPD",
  "orbital_gap_ha": [0.306, 0.306],
  "total_energy_ha": -286.412984,
  "total_charge": 1,
  "max_force_ev_per_a": 9.3,
  "species": ["C", "C", "C", "C", "C", "C", "N", "H", "H", "H", "H", "H", "H"],
  "xyz": [[-0.26759, 2.49612, -0.59939], [-0.81574, 3.35698, -1.20722], [0.18079, -0.88929, 1.30649], [-0.85498, -1.30641, 0.38577], [-0.06265, 1.24472, -0.33662], [-0.11503, -0.07287, 0.06932], [0.89997, 0.16440, -1.00363], [-0.13069, -0.26729, 2.11054], [1.06450, -1.43004, 1.41502], [-0.56257, -2.33575, -0.13317], [-1.90491, -1.16915, 0.69115], [0.72423, 0.06122, -2.00766], [1.84466, 0.14737, -0.69059]]
}

***

{
  "formula": "C6H6N2",
  "method": "ωB97M-V/def2-TZVPD",
  "orbital_gap_ha": [0.254, 0.260],
  "total_energy_ha": -341.555738,
  "total_charge": 0,
  "max_force_ev_per_a": 5.6,
  "species": ["C", "C", "C", "C", "C", "C", "N", "N", "H", "H", "H", "H", "H", "H"],
  "xyz": [[0.84521, 0.22153, 1.70662], [1.43869, -0.45550, 0.68257], [-0.41580, 0.71167, 1.27550], [0.53102, -0.38270, -0.45812], [-1.73140, 0.65679, -0.79630], [0.52732, -1.26120, -1.60779], [1.16879, -0.20589, -1.89251], [-0.64230, 0.41719, -0.03449], [1.08695, 0.43931, 2.71800], [2.32246, -0.96831, 0.67636], [-1.05945, 1.49027, 1.73423], [-2.57282, 0.81369, -0.15085], [-1.68152, 0.65562, -1.93020], [0.18284, -2.13248, -1.92301]]
}

***

{
  "formula": "C6H6N2",
  "method": "ωB97M-V/def2-TZVPD",
  "orbital_gap_ha": 0.363,
  "total_energy_ha": -341.582613,
  "total_charge": 0,
  "max_force_ev_per_a": 3.5,
  "smiles": "C#C[C@@]12C[C@@H]1C=NN2",
  "species": ["C", "C", "C", "C", "C", "C", "N", "N", "H", "H", "H", "H", "H", "H"],
  "xyz": [[-1.90632, -0.23148, 2.15141], [-1.08111, -0.06128, 1.30971], [-0.10338, 0.18642, 0.35079], [1.29606, -0.44310, 0.44680], [0.44825, -0.97366, -0.69867], [0.45274, -0.13389, -1.90355], [0.19463, 1.13827, -1.71117], [0.01877, 1.43795, -0.36299], [-2.65817, 0.02185, 2.87240], [2.08279, 0.26310, 0.16882], [1.60491, -1.05052, 1.32894], [-0.10176, -1.95457, -0.67987], [0.52076, -0.33947, -2.96888], [-0.76817, 2.14038, -0.30373]]
}

***

{
  "formula": "C6H6N2",
  "method": "ωB97M-V/def2-TZVPD",
  "orbital_gap_ha": 0.280,
  "total_energy_ha": -341.530633,
  "total_charge": 0,
  "max_force_ev_per_a": 7.7,
  "smiles": "C#C/C=C1\\C=NNC1",
  "species": ["C", "C", "C", "C", "C", "N", "N", "C", "H", "H", "H", "H", "H", "H"],
  "xyz": [[-3.30378, -0.35803, 0.39370], [-2.23763, 0.12897, -0.17362], [-1.09048, 0.91810, -0.31503], [0.17710, 0.41956, -0.23339], [0.29303, -0.96529, -0.31200], [1.59333, -1.28553, 0.04123], [2.31148, -0.10037, 0.25686], [1.49338, 1.03717, 0.20330], [-4.24597, -1.03964, 0.60286], [-0.89785, 2.04222, -0.10245], [-0.47399, -1.69299, -0.36898], [3.09410, -0.08969, -0.25468], [1.70905, 1.77943, -0.60071], [1.49130, 1.61917, 1.25968]]
}

***

{
  "formula": "C6H6N2",
  "method": "ωB97M-V/def2-TZVPD",
  "orbital_gap_ha": [0.262, 0.262],
  "total_energy_ha": -340.966941,
  "total_charge": 2,
  "max_force_ev_per_a": 5.9,
  "smiles": "C1=C[N+]2=C[NH+]=CC2=C1",
  "species": ["C", "C", "N", "C", "N", "C", "C", "C", "H", "H", "H", "H", "H", "H"],
  "xyz": [[0.66829, 1.90949, -0.86705], [-0.55359, 1.27544, -1.01888], [-0.49364, -0.00170, -0.36282], [-1.22290, -1.14934, -0.09631], [-0.63301, -1.82288, 0.86805], [0.53377, -1.27007, 1.21731], [0.69644, -0.02929, 0.36767], [1.44913, 1.13716, 0.00995], [1.01930, 2.82010, -1.22420], [-1.51699, 1.52899, -1.51798], [-2.06556, -1.37812, -0.61435], [-1.09636, -2.73974, 1.17891], [1.30336, -1.54455, 1.97786], [2.39351, 1.30627, 0.36351]]
}

***

{
  "formula": "C6H6N2O2",
  "method": "ωB97M-V/def2-TZVPD",
  "orbital_gap_ha": 0.340,
  "total_energy_ha": -492.000177,
  "total_charge": 0,
  "max_force_ev_per_a": 13.7,
  "smiles": "O=NN(O)c1ccccc1",
  "species": ["O", "N", "N", "O", "C", "C", "C", "C", "C", "C", "H", "H", "H", "H", "H", "H"],
  "xyz": [[0.12627, 0.61250, -3.25658], [0.46630, 0.68017, -2.02453], [-0.34713, 0.14330, -1.19038], [-1.34012, -0.67888, -1.67321], [0.01789, -0.05134, 0.14858], [-0.91849, -0.75575, 1.02222], [-0.63795, -0.74940, 2.35267], [0.53117, -0.21821, 2.83567], [1.44764, 0.48459, 2.04152], [1.07862, 0.54108, 0.66624], [-2.03475, 0.18130, -2.01491], [-1.77697, -1.14122, 0.58455], [-1.39811, -1.15943, 3.03979], [0.72233, -0.45545, 3.65727], [2.38287, 0.82880, 2.38308], [1.86792, 1.00707, -0.10851]]
}